Entry from the Open Molecules 2025 dataset: a molecular structure, C28H54F3O16S7Zn in a non-equilibrium geometry (ωB97M-V with the def2-TZVPD basis set).

Geometry as XYZ:
```
109
Properties=species:S:1:pos:R:3:forces:R:3:lowdin_charge:R:1
Zn -0.5512 3.2213 1.1097 -0.30 -1.49 -0.13 0.83
C -0.5211 -0.4632 -1.1731 -0.57 0.21 1.18 -0.63
F -1.4921 -0.6177 -0.2457 0.28 -0.11 -0.23 0.11
F -0.0445 -1.6528 -1.4913 -0.14 0.24 -0.28 0.16
F -1.0782 0.1398 -2.2213 0.20 -0.25 -0.08 0.15
S 0.8309 0.5829 -0.4624 1.05 1.58 -1.58 0.52
O 1.7701 -0.2929 0.1606 -0.12 -0.41 0.46 -0.25
O 1.3030 1.3099 -1.6283 -0.19 -0.47 0.04 -0.31
O 0.2046 1.5329 0.4708 -0.32 -0.63 0.43 -0.36
C 3.8977 2.5754 -0.5393 -0.37 -1.37 0.24 -0.01
C 4.0890 2.3175 0.9296 0.88 1.23 -0.01 -0.48
O 3.5090 2.9653 1.7786 -0.45 -0.40 -0.02 0.05
C 5.1953 1.3486 1.3195 -0.15 0.90 0.66 0.00
H 3.0802 3.2517 -0.7625 0.10 0.19 0.10 0.07
H 3.5963 1.5743 -0.8751 -0.01 0.23 -0.52 0.05
H 4.8212 2.8096 -1.0649 0.06 0.18 0.16 0.09
H 5.4534 1.6244 2.3438 -0.12 -0.33 0.09 0.08
H 6.0920 1.5877 0.7463 -0.11 -0.50 -0.36 0.08
H 4.8849 0.3070 1.2874 0.13 -0.07 -0.29 0.08
C -5.3940 3.9091 1.9157 0.34 0.09 -0.11 -0.19
C -5.6530 2.7616 2.8978 -0.52 0.20 0.54 -0.20
C -4.4160 1.8860 2.9960 0.04 -0.24 -0.21 -0.20
S -3.7289 1.8938 1.3478 -1.02 0.13 -0.46 0.74
O -4.1225 0.7520 0.5778 0.30 -0.13 0.14 -0.27
O -2.2992 2.2075 1.4324 0.18 0.26 0.12 -0.37
C -4.6076 3.3300 0.7331 0.14 0.64 -0.43 -0.20
H -4.7890 4.7142 2.3374 -0.12 -0.10 0.32 0.12
H -6.3352 4.3485 1.5951 0.04 0.03 -0.10 0.12
H -6.5524 2.2269 2.5886 0.27 -0.34 -0.21 0.13
H -5.8954 3.1021 3.9061 0.05 0.26 -0.10 0.13
H -4.6091 0.8428 3.2462 0.08 0.00 0.05 0.09
H -3.6714 2.3187 3.6638 0.06 -0.04 -0.02 0.12
H -5.2148 3.0644 -0.1308 -0.14 -0.51 0.25 0.12
H -3.8668 4.0173 0.3209 0.07 0.05 0.20 0.08
C -2.9153 -4.6365 1.8425 -0.10 -0.93 -0.03 -0.20
C -3.7799 -4.2023 0.6581 0.11 -0.03 -0.26 -0.22
C -3.8709 -2.6935 0.8130 0.48 0.01 -0.13 -0.23
S -4.3930 -2.5456 2.5131 -0.05 -0.53 -0.63 0.66
O -5.7795 -2.8999 2.5309 -0.68 0.02 0.36 -0.30
O -3.9525 -1.3089 3.1033 0.19 0.48 0.34 -0.34
C -3.4146 -3.9255 3.1201 1.34 0.50 -0.59 -0.19
H -1.8715 -4.3752 1.6570 -0.09 0.29 -0.11 0.11
H -2.8771 -5.7227 1.9439 -0.32 0.03 0.16 0.12
H -4.7812 -4.6351 0.6658 0.01 -0.07 0.23 0.12
H -3.3257 -4.5076 -0.2852 -0.05 0.27 0.10 0.09
H -4.5582 -2.1839 0.1439 -0.18 0.07 0.21 0.11
H -2.8795 -2.2434 0.7279 -0.08 0.03 0.00 0.09
H -3.9053 -4.5379 3.8664 -0.35 0.10 -0.10 0.11
H -2.5249 -3.4437 3.5267 -0.25 -0.05 0.57 0.09
C 5.4910 -0.3776 -2.3369 -0.10 -0.44 -0.70 -0.21
C 6.5754 -1.4738 -2.2164 0.67 0.33 -0.33 -0.21
C 5.9625 -2.8601 -2.4375 0.00 -0.13 0.74 -0.21
S 4.2065 -2.5955 -2.6559 0.21 -0.95 0.69 0.65
O 3.4904 -3.6298 -1.9517 -0.22 0.38 0.07 -0.31
O 3.9158 -2.4013 -4.0473 -0.03 0.35 -0.48 -0.30
C 4.1796 -1.0095 -1.8451 1.00 -0.14 0.20 -0.23
H 5.4090 -0.1223 -3.3947 -0.11 0.34 0.11 0.12
H 5.8000 0.4791 -1.7435 -0.22 0.17 -0.11 0.09
H 7.0343 -1.4117 -1.2275 -0.23 -0.23 0.11 0.11
H 7.4102 -1.2622 -2.8865 -0.19 -0.03 -0.20 0.11
H 6.1205 -3.4139 -1.5129 -0.45 -0.26 -0.07 0.10
H 6.2671 -3.5274 -3.2408 0.31 0.49 -0.30 0.11
H 4.3655 -1.1909 -0.7841 -0.76 -0.15 0.11 0.11
H 3.2279 -0.5385 -2.0662 0.08 0.27 0.11 0.08
C 0.9532 -0.5162 3.9208 0.58 -0.74 0.38 -0.18
C 2.1336 0.4379 3.7238 0.07 0.76 -0.86 -0.20
C 1.8303 1.7195 4.4904 -0.11 -0.22 0.84 -0.20
S 0.1025 1.9850 4.1699 0.30 -1.48 0.18 0.75
O 0.0052 2.7029 2.9013 0.06 1.54 -0.29 -0.37
O -0.6107 2.4509 5.3172 -0.22 0.61 -0.12 -0.27
C -0.3349 0.2729 3.8073 -0.87 0.48 0.09 -0.18
H 1.0134 -0.9926 4.9031 -0.03 0.19 0.07 0.12
H 1.0302 -1.3403 3.2126 -0.24 0.15 -0.20 0.13
H 2.1965 0.7097 2.6644 0.04 -0.16 0.00 0.09
H 3.1094 0.0439 3.9967 -0.12 -0.20 0.18 0.13
H 2.4180 2.6097 4.2815 -0.03 -0.05 -0.41 0.11
H 1.8721 1.5388 5.5690 -0.05 0.03 0.00 0.12
H -0.8603 0.2458 2.8511 0.46 0.10 -0.25 0.10
H -1.1175 0.0603 4.5371 0.28 -0.30 0.20 0.11
C -1.0288 -4.1816 -3.5838 1.16 0.57 -0.24 -0.21
C -1.6930 -5.5336 -3.3140 -0.09 0.28 -1.64 -0.22
C -1.4033 -5.9362 -1.9051 0.07 0.26 0.93 -0.22
S 0.2630 -5.3267 -1.5428 -0.34 0.38 -0.37 0.66
O 1.2098 -6.3914 -1.6492 0.41 -0.49 0.12 -0.30
O 0.1904 -4.5299 -0.3445 -0.08 0.12 0.37 -0.33
C 0.3809 -4.2795 -2.9970 0.58 -0.70 0.09 -0.24
H -1.5069 -3.2784 -3.2013 -0.39 -0.28 0.16 0.11
H -0.8466 -4.0310 -4.6498 -0.54 0.04 -0.05 0.12
H -1.2270 -6.1860 -4.0617 0.16 -0.40 0.48 0.12
H -2.7349 -5.5497 -3.6378 -0.17 0.13 0.56 0.12
H -1.4775 -6.9926 -1.6638 0.12 -0.05 -0.11 0.11
H -1.9695 -5.3574 -1.1710 -0.23 -0.23 -0.29 0.06
H 1.0553 -4.8813 -3.6117 -0.21 0.08 -0.28 0.11
H 0.9317 -3.3713 -2.7811 -0.26 0.12 0.21 0.07
C 0.6815 4.8036 -3.6929 -0.01 -0.31 -0.02 -0.19
C 0.3163 6.2419 -3.3339 0.08 0.00 -0.28 -0.20
C -0.0768 6.1648 -1.8701 0.55 0.54 0.48 -0.22
S -1.1874 4.7790 -1.8201 1.12 0.15 -0.62 0.74
O -2.5317 5.2027 -1.9664 -1.02 0.07 0.17 -0.25
O -0.8398 3.9137 -0.6848 -0.05 0.20 0.72 -0.36
C -0.5348 3.9689 -3.2558 0.43 -0.62 -0.85 -0.19
H 1.5828 4.4609 -3.1810 -0.04 0.15 0.16 0.12
H 0.8584 4.6331 -4.7529 -0.06 0.18 -0.04 0.13
H -0.5417 6.5712 -3.9256 0.05 0.02 -0.05 0.13
H 1.1218 6.9544 -3.4970 0.04 -0.03 0.07 0.13
H -0.5141 7.0729 -1.4588 -0.39 -0.17 -0.06 0.12
H 0.8029 5.9322 -1.2644 -0.07 -0.20 0.00 0.12
H -1.2418 3.9709 -4.0847 -0.46 0.18 0.38 0.12
H -0.2917 2.9288 -3.0340 0.00 0.07 0.29 0.10
```
Forces are in eV/Å.

Properties
HOMO-LUMO gap   8.049 eV
Calculated total energy   -7169.13899 hartree
Net charge   +1

***

Entry from the Open Molecules 2025 dataset: 3 unconnected molecules or ions with the total composition C28H55BrClFN3O12P2 in a non-equilibrium geometry (ωB97M-V with the def2-TZVPD basis set).

Geometry as XYZ:
```
103
Properties=species:S:1:pos:R:3:forces:R:3:lowdin_charge:R:1
C -5.1122 -1.4852 -1.6546 0.12 -0.06 -0.26 0.04
C -3.8891 -1.8991 -2.0470 -0.68 0.76 -0.13 -0.16
C -2.6965 -1.1251 -1.5105 -0.13 0.98 -0.98 -0.12
C -1.3304 -1.1963 -2.2947 -1.94 -2.69 -0.92 -0.33
C -1.2420 -2.7454 -2.4680 0.91 -0.15 0.81 -0.05
C -1.3490 -0.6450 -3.7582 2.16 1.12 -0.92 -0.33
C -2.6364 -0.6272 -4.5606 -2.10 1.65 0.81 -0.04
C -3.7004 0.4157 -4.1035 1.77 0.55 -0.09 -0.31
C -3.6688 1.7079 -4.8590 -0.67 -1.35 0.71 -0.05
O -4.6882 0.6946 -5.0354 -0.27 0.11 -0.13 -0.01
C -0.2776 -1.3602 -4.7557 -0.21 0.06 -0.74 -0.56
Cl 0.8623 -0.1529 -5.5074 -0.19 -0.17 0.21 0.71
C -0.8075 -2.1422 -5.9718 0.69 -1.18 -0.46 -0.29
C -1.2699 -3.5889 -5.6981 0.00 0.51 0.47 -0.08
O -0.8353 0.7114 -3.7171 -0.07 -0.14 0.72 -0.15
C -1.0978 1.4043 -2.5288 -1.01 -0.19 -0.46 -0.11
C -0.2964 0.8975 -1.2837 0.10 2.14 -1.26 -0.26
C 1.0282 1.7067 -1.3824 0.73 1.14 -0.34 -0.30
F 2.0107 1.3450 -0.4698 -0.38 -0.85 0.10 -0.02
C 1.6944 2.0178 -2.7299 1.27 -0.03 -0.01 -0.21
C 3.0218 2.7667 -2.4390 -0.70 0.14 -0.81 -0.07
N -1.0678 1.3320 -0.1263 0.05 -0.56 0.58 0.06
C -0.4237 1.5733 1.1764 1.17 0.77 2.18 -0.39
C -0.7780 0.6973 2.3910 -0.35 -0.23 -1.16 0.00
O 0.2596 2.5440 1.4196 -0.69 -0.85 -1.22 0.15
C -1.9216 2.5260 -0.3038 -1.65 0.83 -0.39 -0.43
C -3.4067 2.3094 -0.0169 0.53 -0.65 0.60 0.03
O -1.5422 3.6218 -0.5997 0.64 -0.82 -0.09 0.17
N -0.2182 -0.6381 -1.4472 1.33 -0.78 1.46 -0.24
Br 1.5459 -1.1996 -2.0944 -0.18 0.36 -0.81 1.17
C -0.1517 -1.3472 -0.0600 0.31 -1.06 1.33 -0.26
N 1.1208 -1.2085 0.5954 -0.67 0.54 0.59 0.00
H -5.8472 -2.1877 -1.2750 -0.56 -0.10 -1.36 0.07
H -5.4004 -0.4405 -1.7625 0.34 0.22 1.53 0.07
H -3.8662 -2.7182 -2.7579 0.60 -1.01 1.21 0.11
H -3.0359 -0.1071 -1.3030 0.06 -0.05 0.03 0.08
H -2.5965 -1.5831 -0.5268 0.45 0.05 -0.07 0.12
H -0.2432 -3.1209 -2.6818 0.00 0.15 -0.03 0.06
H -1.8865 -3.0935 -3.2650 -0.03 0.27 -0.06 0.07
H -1.5694 -3.2408 -1.5537 -0.06 -0.07 -0.11 0.10
H -3.1603 -1.5672 -4.7255 0.42 -0.24 0.03 0.13
H -2.4231 -0.1387 -5.5089 0.58 -0.82 -0.28 0.12
H -3.9478 0.4780 -3.0508 -0.48 -0.10 -0.10 0.10
H -2.9916 1.7504 -5.7000 0.07 0.51 0.05 0.12
H -4.0308 2.5849 -4.3409 0.13 0.28 -0.31 0.12
H 0.4009 -2.0460 -4.2673 -0.17 0.12 0.30 0.02
H 0.0931 -2.3123 -6.5686 0.03 0.23 0.06 0.09
H -1.4518 -1.6104 -6.6678 -0.23 0.19 0.38 0.11
H -2.2819 -3.6551 -5.2921 -0.01 -0.13 -0.12 0.06
H -0.5802 -4.0275 -4.9710 -0.11 -0.14 -0.04 0.07
H -1.1927 -4.1938 -6.5989 -0.21 0.09 -0.06 0.08
H -0.9003 2.4577 -2.7034 0.32 -0.09 0.02 0.15
H -2.1805 1.3565 -2.3665 0.14 0.02 0.49 0.11
H 0.7382 2.7055 -1.0364 -0.47 -0.19 0.07 0.15
H 1.1207 2.7073 -3.3480 -0.47 -0.23 0.21 0.12
H 1.9525 1.1670 -3.3536 -0.37 -0.14 0.09 0.03
H 3.8119 2.1086 -2.0960 -0.01 0.19 0.38 0.07
H 3.3352 3.2034 -3.3909 0.15 -0.06 0.07 0.08
H 2.8269 3.6085 -1.7747 0.36 -0.17 0.29 0.09
H -1.5729 -0.0121 2.1630 -0.05 0.08 0.32 0.07
H -1.0674 1.3660 3.1960 -0.12 -0.03 0.00 0.10
H 0.0912 0.1439 2.7449 -0.03 0.09 0.06 0.08
H -4.0129 2.5572 -0.8872 0.10 0.11 -0.02 0.09
H -3.6902 2.9573 0.8141 -0.02 0.18 -0.17 0.10
H -3.6020 1.2859 0.3049 -0.07 0.03 -0.15 0.07
H -0.9849 -1.0675 0.5755 -0.11 0.57 -0.49 0.10
H -0.2200 -2.4246 -0.1852 -0.46 0.17 -0.88 0.12
H 1.3425 -2.0699 1.0765 0.17 -0.13 -0.26 0.10
H 1.1009 -0.5013 1.3187 0.22 0.19 -0.29 0.06
C -3.7864 -0.4581 6.9093 -0.50 -0.10 0.00 -0.10
O -2.3663 -0.3568 7.0489 3.29 0.72 0.54 -0.28
P -1.4493 -1.3555 6.1050 -4.69 -3.52 -2.77 0.59
O -1.9610 -1.0696 4.7391 0.79 0.45 0.35 -0.26
O -2.1138 -2.7008 6.7777 0.59 0.16 0.26 -0.28
C -2.0417 -2.8779 8.2030 -0.21 -0.12 -0.09 -0.11
O -0.0565 -2.1624 5.6999 0.40 2.30 1.59 -0.23
C 0.5440 -3.1372 6.5629 0.24 -0.13 0.12 -0.10
H -4.1670 0.5116 6.5944 0.11 0.00 -0.03 0.09
H -4.0859 -1.2179 6.1932 0.13 0.02 -0.07 0.09
H -4.2051 -0.7071 7.8850 0.10 0.03 0.01 0.09
H -3.0525 -2.9770 8.5954 0.00 0.03 0.01 0.09
H -1.5509 -2.0394 8.6981 -0.07 0.00 0.04 0.09
H -1.4891 -3.7914 8.4198 -0.03 -0.01 -0.03 0.08
H -0.0115 -4.0722 6.5072 -0.12 0.10 0.02 0.09
H 0.5924 -2.7884 7.5922 0.05 -0.08 0.00 0.09
H 1.5576 -3.3158 6.2099 -0.02 0.17 -0.08 0.09
C 4.2837 3.2914 2.5522 -0.40 -0.20 0.12 -0.11
O 5.6172 3.6936 2.2388 3.04 1.32 -0.37 -0.29
P 6.3398 2.9371 0.9528 -4.52 -4.20 -1.63 0.60
O 5.3503 3.1379 -0.1313 0.69 0.49 0.21 -0.24
O 6.2143 1.4617 1.6863 0.57 0.21 0.14 -0.28
C 6.8005 1.2813 2.9830 -0.20 -0.15 -0.09 -0.13
O 7.6394 2.4480 0.0463 0.47 2.23 1.68 -0.21
C 8.6727 1.6065 0.5690 0.28 -0.06 0.01 -0.10
H 3.6369 4.1631 2.4719 0.07 0.02 -0.08 0.10
H 3.9158 2.5052 1.8978 0.07 0.07 -0.12 0.08
H 4.2712 2.9302 3.5828 0.09 0.06 -0.02 0.09
H 6.0240 0.9650 3.6792 0.00 0.04 0.03 0.09
H 7.2595 2.1961 3.3594 -0.05 -0.02 0.08 0.09
H 7.5601 0.5015 2.9253 -0.03 -0.01 0.00 0.08
H 8.3231 0.5757 0.6152 -0.11 0.07 0.07 0.09
H 9.0031 1.9368 1.5519 0.07 -0.07 -0.02 0.08
H 9.5179 1.6541 -0.1143 -0.08 0.16 -0.05 0.09
```
Forces are in eV/Å.

Properties
HOMO-LUMO gap   7.459 eV
Calculated total energy   -5983.28536 hartree
Net charge   +1

***

Number 1: LUMO -3.376 eV, HOMO -11.43 eV. Number 2: LUMO -4.057 eV, HOMO -11.52 eV.